1.
The following is a DFT calculation (ωB97M-V with the def2-TZVPD basis set) of CHFeLiO as an isolated structure at a distorted geometry.

Structure (XYZ):
```
5
Properties=species:S:1:pos:R:3:forces:R:3
Li 1.62458 1.46150 -0.05685 -0.2713 0.0708 -0.2699
C 0.44921 0.49742 -2.67040 2.0470 0.1267 1.3430
H -0.16121 1.65423 -0.38156 -0.6989 -0.4554 1.0536
O 1.34562 0.60452 -1.95272 -1.6217 -0.3375 -1.7684
Fe -1.57035 0.51885 0.43498 0.5448 0.5954 -0.3585
```
Positions in Å, forces in eV/Å.

Computed properties:
Spin multiplicity = 6
HOMO level (spin up / spin down) = -0.43130 / -0.55256 Eh
Energy = -1384.7961 hartree
Net charge = +1
F_max = 2.45 eV/Å



2.
The following is a DFT calculation (ωB97M-V with the def2-TZVPD basis set) of H9O4 as an isolated structure at a distorted geometry.

Structure (XYZ):
```
13
Properties=species:S:1:pos:R:3:forces:R:3
H -0.62015 2.31478 -0.14327 -0.1534 0.0026 -0.0126
H 0.43162 -0.81428 -0.82642 1.6283 0.8384 -0.7039
H 1.42693 -0.28478 0.60361 -0.0226 -0.3276 -0.7856
O -1.26087 1.59270 -0.16296 -0.5403 -0.7546 -0.3272
H -1.21645 -1.46095 -1.10203 -0.3348 -0.0253 0.0416
H 2.53172 -0.21603 -0.79892 -0.1425 -0.1970 -0.5868
O 1.64785 -0.44685 -0.50799 -0.7077 -0.0250 0.6008
O -0.72098 -0.76574 -0.64997 0.1378 0.9510 -0.6563
H -1.05749 0.33853 -0.62807 0.1029 -0.2303 0.1598
H -0.23172 -0.71897 0.54766 1.5209 0.0311 4.2995
H 0.74059 -1.03567 2.15316 -0.4002 -0.3583 -0.0328
H -2.17079 1.88385 0.02838 0.5869 0.1361 -0.0750
O 0.49973 -0.38660 1.48683 -1.6753 -0.0411 -1.9215
```
Positions in Å, forces in eV/Å.

Computed properties:
HOMO level = -0.57411 Eh
Energy = -306.0249 hartree
Net charge = +1
F_max = 4.56 eV/Å



3.
The following is a DFT calculation (ωB97M-V with the def2-TZVPD basis set) of a 3-piece molecular cluster, C12H36FN6O2P2 overall at a distorted geometry.

Structure (XYZ):
```
59
Properties=species:S:1:pos:R:3:forces:R:3
H 0.32317 8.04250 0.15168 0.5092 -0.0130 0.3039
H 0.13332 9.37232 1.39257 0.1889 0.0748 -0.3231
C 0.06097 8.30646 1.17621 -1.5056 -0.4380 0.7344
H 0.68978 -7.06696 -2.81538 -0.0393 -0.2762 0.4138
H -4.41131 -6.32760 -0.84676 0.2553 -0.4133 0.6805
N -2.76341 -6.97902 -2.08492 -1.6340 0.5621 1.5045
O 1.87739 5.79738 0.44357 -0.2162 1.2742 0.6969
C -2.17488 -8.18775 -1.42180 0.5954 0.1530 -2.4692
H 2.43922 3.48773 2.23847 -0.0894 0.1637 0.3615
C -0.96047 -5.21310 -0.27444 -1.1556 0.1506 0.0224
H -0.35221 8.58280 3.79746 -0.1002 0.0919 -0.2501
N 0.80132 4.84487 2.65633 1.1438 -0.7260 1.0041
C 0.62614 8.12281 3.65832 -0.3513 -0.8889 -2.1814
C 0.35162 -4.21852 -2.12171 -0.2758 -0.6055 0.6849
H -0.97067 7.98755 1.32499 -0.6943 0.7247 -0.7260
H 0.60279 -4.56677 -3.12357 0.1760 1.1794 -0.2474
P 1.61335 6.13006 1.86642 0.1708 -0.6777 1.5012
N -0.95767 -6.58145 -3.93558 0.6521 0.0651 2.1905
C 4.21223 6.86640 2.02558 -1.9678 -0.2484 -0.2311
N 3.08608 6.19328 2.76483 -0.0864 -0.3278 -0.2841
H -0.07708 -3.23639 -1.92235 -0.1534 0.2703 -1.0915
F -0.88920 1.65117 -3.47145 -0.0011 -0.0046 0.0259
H -2.06853 -5.82383 -5.54785 0.0891 0.1607 0.2621
H -1.89422 -4.65635 -0.19537 -0.1654 0.4460 0.2879
H 3.89675 7.88328 1.79202 0.2610 0.4694 0.2019
H -0.05165 -8.56566 -3.33755 -0.4222 -0.1136 -0.5675
H -1.02631 4.79901 1.66773 -0.4417 0.7633 -0.1649
H 1.24000 -4.20829 -1.49022 0.2863 -0.4618 -0.0538
O -2.50286 -4.51782 -3.37314 -0.5661 -1.4889 0.6369
H -1.23238 -6.19900 0.10258 0.3928 -0.1831 0.0698
C -1.39870 -6.64124 -5.28086 -0.3729 0.4943 -0.1536
H -1.19399 3.98848 3.11819 1.0432 -0.5728 0.5243
P -1.85137 -5.70814 -2.76967 2.8274 -0.5819 -0.2992
C -4.23331 -6.79846 -1.81357 0.9023 1.5500 0.4471
H -0.26508 -4.72967 0.41174 0.3610 -0.1442 -0.3703
H 2.23169 5.86338 4.68563 0.1196 0.1450 -0.0791
H 3.96347 5.52592 4.62048 0.0807 -0.2984 -0.2903
H -0.46046 -6.48833 -5.81418 -0.4304 -0.6767 -1.1017
H -4.86690 -7.68469 -1.84905 0.5071 -0.2150 -0.4607
H 5.17252 6.89637 2.54041 -0.2363 -0.4430 0.0873
H 0.99567 3.31633 1.29047 0.1773 -0.2483 -0.3590
H -1.08710 -8.13511 -1.37640 -0.0456 0.6351 0.8182
H -1.97583 -7.55824 -5.39982 0.3638 -0.3837 -0.9304
H 3.46898 7.19026 4.51966 -0.2881 0.1722 0.6488
H 1.38806 8.88681 3.81284 0.1355 -0.1442 0.0630
H 0.95413 2.66370 2.86226 0.0636 0.4628 0.7217
H -2.22076 -8.95071 -2.19890 -0.5508 -0.6095 0.1030
H -2.63704 -8.59789 -0.52386 -0.1027 0.7605 0.1083
C -0.64557 4.82686 2.68869 -0.3094 0.7671 -0.2402
H -0.90776 5.67199 3.32517 -0.7104 0.3007 -0.6550
H 0.66601 7.32751 4.40263 0.3495 0.0216 -0.2102
C 0.14953 -7.53712 -3.63709 0.0823 2.5366 0.6040
N -0.55029 -5.26625 -1.66802 -1.5481 -1.6699 0.0296
H 4.21451 6.38198 1.04915 0.6834 -0.1270 0.0975
C 1.35133 3.51038 2.30238 -0.3516 0.3779 -1.3864
H -4.63093 -5.98394 -2.41900 0.0943 -0.4461 -0.7714
H 0.87567 -7.41160 -4.44025 -0.1558 -0.7205 -0.3684
C 3.17623 6.17778 4.24170 0.0747 0.5607 -1.1732
N 0.69599 7.54455 2.22257 2.3814 -1.1855 1.6033
```
Positions in Å, forces in eV/Å.

Computed properties:
HOMO level = -0.09639 Eh
Energy = -1740.3999 hartree
Net charge = -1
F_max = 3.11 eV/Å



What is the net charge in the second record? +1